Entry 1:
The following is a quantum chemistry calculation of a structure of composition C5H10O2, from the OMol25 dataset.

```
17
Properties=species:S:1:pos:R:3:forces:R:3
O 1.4760 -0.0804 1.3883 -0.4 0.5 0.0
C -0.9264 0.5115 -0.0073 -0.9 -0.6 1.0
H -0.8467 1.0188 -1.0120 0.5 -0.6 0.9
H 2.4346 -1.2219 -0.0858 0.3 0.0 0.3
C -1.9653 -0.5486 -0.2464 -0.6 -0.1 0.2
H -2.8510 -0.0766 -0.6669 -0.2 -0.1 0.0
H 3.0827 0.4556 0.1422 0.5 0.0 0.2
C 0.2719 -0.3781 0.6795 0.2 1.6 -4.8
C 1.0582 0.2746 -0.6810 1.3 -0.9 0.1
O -1.2090 1.5829 0.8189 -0.7 0.1 0.8
H -1.5936 -1.2987 -0.9611 -0.1 0.2 0.2
H 0.2499 -1.4674 0.5068 -0.7 0.4 0.1
H -1.0897 1.1908 1.6907 -0.2 0.6 0.4
H 0.8506 -0.1317 -1.6769 0.3 -0.2 0.3
C 2.2049 -0.1758 0.1488 1.2 0.0 -0.1
H -2.1777 -1.0374 0.7028 -0.3 -0.2 -0.1
H 1.0304 1.3826 -0.7407 -0.2 -0.8 0.5
```
Forces are in eV/Å.

energy relative to the best compared isomer or geometry (same formula, charge and spin): 131.7 kcal per mole
HOMO energy: -0.3119 Eh


Entry 2:
The following is a quantum chemistry calculation of an isolated molecule of C5H10O2, from the OMol25 dataset.

```
17
Properties=species:S:1:pos:R:3:forces:R:3
H -2.4276 1.0275 -0.6195 0.1 0.0 0.1
H 0.9187 0.1635 -1.5793 0.0 0.0 0.1
H -0.8315 1.7491 -1.2046 -0.1 -0.1 0.1
H 2.8881 0.0514 -0.1646 -0.1 -0.1 0.1
H -0.8830 -2.2940 0.0834 -0.1 0.1 0.0
C -0.6118 -0.1427 -0.0912 0.0 -0.2 -0.1
H 1.9186 -0.3363 1.2648 0.0 0.2 -0.1
H 0.9355 1.7541 0.8980 0.1 0.1 -0.1
H 1.0030 -1.3986 -0.7771 0.0 0.1 0.1
H -2.3961 -1.3890 -0.0764 0.1 0.0 0.1
C 1.9156 0.2191 0.3119 0.1 -0.4 -0.1
O 1.8151 1.6085 0.5145 -0.1 0.1 0.1
C -1.3410 1.0469 -0.5442 -0.2 0.1 -0.3
C -1.3930 -1.3679 0.3615 0.0 0.0 0.0
H -1.5088 -1.3517 1.4502 0.1 0.0 -0.2
C 0.8200 -0.3314 -0.6067 0.0 0.0 0.0
O -0.8218 0.9916 0.7790 0.0 0.1 0.2
```
Forces are in eV/Å.

energy relative to the best compared isomer or geometry (same formula, charge and spin): 52.1 kcal per mole
structure (SMILES): C[C@@]1(CCO)CO1
HOMO energy: -0.3669 Eh


Entry 3:
The following is a quantum chemistry calculation of an isolated molecule of C5H10O2, from the OMol25 dataset.

```
17
Properties=species:S:1:pos:R:3:forces:R:3
C -1.5564 1.6293 0.6249 0.0 0.0 0.0
H -1.0461 0.3085 -1.8965 -0.1 -0.1 0.0
O 0.4045 0.3439 0.2276 0.0 0.1 0.0
H 1.0368 -1.2161 1.4224 0.0 0.0 -0.1
C -1.5216 -0.2239 -1.0420 -0.3 -0.2 0.0
H -1.2769 2.3518 -0.1501 0.0 -0.1 0.1
H 0.5453 -1.6862 -0.2155 0.0 0.1 0.1
C 1.0626 -0.9065 0.3657 0.1 -0.2 0.0
H -1.1473 1.9721 1.5791 -0.1 0.0 -0.1
H 3.0509 -1.6783 0.0491 -0.1 0.1 0.0
C -1.0016 0.2484 0.3076 -0.2 0.0 0.1
H 2.9868 0.0609 0.4160 -0.1 -0.1 -0.1
H 2.5090 -0.5260 -1.1900 0.0 0.0 0.2
H -1.3183 -0.4770 1.0721 0.1 0.1 -0.1
H -2.6482 1.5982 0.6960 0.1 0.0 0.0
O -2.3541 -1.0820 -1.2035 0.4 0.4 0.1
C 2.4898 -0.7534 -0.1196 0.0 0.0 0.0
```
Forces are in eV/Å.

energy relative to the best compared isomer or geometry (same formula, charge and spin): 37.8 kcal per mole
structure (SMILES): CCO[C@@H](C)C=O
HOMO energy: -0.3536 Eh


Entry 4:
The following is a quantum chemistry calculation of a structure of composition C5H10O2, from the OMol25 dataset.

```
17
Properties=species:S:1:pos:R:3:forces:R:3
H 1.1504 1.8720 -0.5793 -0.2 -0.2 0.3
H 1.6356 1.6532 1.1527 -0.1 -0.1 -0.2
H -0.6621 0.3387 -1.4996 -0.1 0.0 0.2
O 3.0518 -0.4583 0.5322 0.0 0.0 -0.2
H -0.3682 0.3142 1.5596 -0.1 0.2 -0.1
C -2.0930 -0.7758 -0.3020 -0.1 -0.1 0.0
H -1.6680 1.3460 -0.4680 0.3 -0.2 0.2
H -2.5822 -0.7043 0.6764 0.0 0.0 -0.1
C 1.2034 1.1755 0.2690 1.0 -0.9 -0.2
H 1.9971 -0.2757 -1.2254 0.2 -0.3 0.1
H -2.8705 -0.7844 -1.0698 0.1 0.0 0.1
O 0.6882 -1.1275 0.3050 -1.7 0.8 0.7
H 1.1121 -1.5074 1.1069 -0.6 0.6 -0.3
C -0.0239 0.3639 0.5273 0.4 -2.0 0.0
C 2.0978 -0.0971 -0.1395 1.0 2.0 -0.3
H -1.5395 -1.7178 -0.3394 -0.2 0.1 0.0
C -1.1290 0.3850 -0.5059 0.1 -0.1 0.1
```
Forces are in eV/Å.

energy relative to the best compared isomer or geometry (same formula, charge and spin): 67.2 kcal per mole
HOMO energy: -0.3210 Eh


Entry 5:
The following is a quantum chemistry calculation of an isolated molecule of C5H10O2, from the OMol25 dataset.

```
17
Properties=species:S:1:pos:R:3:forces:R:3
H -1.6956 -0.0860 -1.1738 0.0 0.1 -0.2
C 0.7594 0.8282 -0.8204 0.8 -1.1 0.2
H 0.2945 -0.9885 -1.8312 -0.1 -0.1 -0.2
O -1.3442 0.2687 -2.0040 0.1 0.0 0.3
H -1.6522 -1.6599 1.8621 0.1 0.1 0.0
H 1.6771 1.3511 -0.9851 -0.9 2.2 -0.9
H 2.3267 0.6866 0.8211 -0.1 -0.3 -0.6
H 0.0601 -1.2788 2.2114 -0.2 0.1 -0.1
H 1.6846 -0.9544 0.2685 -0.2 -0.3 0.4
C 0.1697 0.6655 0.5348 0.1 0.1 0.3
H 0.4178 0.3966 -2.9360 0.2 0.0 0.3
C 1.5194 0.1051 0.3618 0.0 -0.6 0.2
O -0.8166 -0.3357 0.5701 -0.2 0.2 0.0
H -0.0389 1.4841 1.2209 0.1 0.1 -0.1
C 0.0552 0.0737 -1.9544 0.6 -0.2 0.0
H -1.2108 -0.0823 2.5801 0.0 -0.2 0.0
C -0.9035 -0.8671 1.8759 -0.1 -0.1 0.3
```
Forces are in eV/Å.

energy relative to the best compared isomer or geometry (same formula, charge and spin): 85.0 kcal per mole
structure (SMILES): CO[C@H]1C[C@H]1CO
HOMO energy: -0.3394 Eh


Entry 6:
The following is a quantum chemistry calculation of a structure of composition C5H10O2, from the OMol25 dataset.

```
17
Properties=species:S:1:pos:R:3:forces:R:3
C -0.3384 0.0235 1.5420 0.1 0.1 0.2
H 0.9298 1.3096 0.1672 0.0 0.0 0.0
C 1.0901 -1.3540 -0.5490 0.1 -0.1 0.0
H -2.3328 0.5521 0.8555 0.1 0.0 0.0
H -0.7155 -0.7092 2.2675 0.0 0.1 -0.1
O 0.8374 0.4508 1.6280 -0.3 0.0 -0.1
O 0.6003 1.5280 -0.7725 0.1 -0.2 -0.1
H 1.2018 1.0429 -1.3621 -0.1 0.1 0.1
C -1.2975 0.8911 0.7313 0.0 0.0 -0.1
H 1.7010 -0.9222 0.2548 -0.1 -0.1 -0.1
H -1.4641 0.7037 -1.4779 0.1 0.0 0.1
H -1.2364 1.9656 0.9545 0.0 -0.1 0.0
H 1.5680 -1.0989 -1.5144 -0.1 0.0 0.1
C -0.3660 -0.9482 -0.4561 0.0 0.0 -0.2
H 1.1602 -2.4439 -0.4686 0.0 0.2 0.0
C -0.8491 0.4228 -0.6135 -0.2 0.0 0.1
H -0.9535 -1.6083 -1.1085 0.1 0.1 0.1
```
Forces are in eV/Å.

energy relative to the best compared isomer or geometry (same formula, charge and spin): 121.5 kcal per mole
HOMO energy: -0.2624 Eh


Entry 7:
The following is a quantum chemistry calculation of a structure of composition C5H10O2, from the OMol25 dataset.

```
17
Properties=species:S:1:pos:R:3:forces:R:3
H 2.3088 -1.3067 -0.3165 -0.1 0.0 0.0
O 0.9912 -2.7564 -0.8693 -0.3 -0.2 0.0
H 0.8785 -1.3990 0.7399 0.0 0.0 -0.1
H 0.0434 -0.6728 -2.0046 0.0 0.0 0.1
C 1.2247 -1.4701 -0.3261 0.1 0.3 0.1
C -0.6302 0.3029 0.0902 -0.3 0.0 0.2
H -1.7039 2.1897 0.4861 0.1 -0.1 0.0
H -2.0493 1.1321 1.8946 0.2 0.0 -0.2
H 0.2164 1.7362 -1.3830 0.0 -0.1 0.1
O -0.4211 -0.1908 1.3500 0.1 -0.3 0.1
C 0.5090 0.9899 -0.6439 0.2 0.0 -0.1
H -0.4563 1.9764 1.7660 -0.1 -0.1 -0.1
H 0.1311 -3.0461 -0.5417 0.2 -0.1 -0.1
H -1.5682 0.0965 -0.4415 0.2 0.0 0.1
C 0.4974 -0.4077 -1.0558 0.2 0.0 -0.3
C -1.2730 1.5033 1.2286 -0.2 0.5 0.1
H 1.3015 1.3224 0.0270 -0.2 -0.1 -0.1
```
Forces are in eV/Å.

energy relative to the best compared isomer or geometry (same formula, charge and spin): 154.3 kcal per mole
HOMO energy (spin up / spin down): -0.2815 / -0.2816 Eh


Entry 8:
The following is a quantum chemistry calculation of an isolated molecule of C5H10O2, from the OMol25 dataset.

```
17
Properties=species:S:1:pos:R:3:forces:R:3
H 2.4877 0.3201 -0.4714 -0.1 -0.1 0.1
H -2.7307 0.3523 -2.1560 0.1 0.3 -0.3
H 0.5975 -0.9527 -1.1134 0.3 0.1 -0.4
O -1.4229 -0.5570 -0.9769 -0.6 0.7 0.5
H -1.8902 0.1917 1.3486 0.2 0.0 0.0
C -0.8856 0.2255 1.7711 -0.1 0.2 0.2
H 3.3841 -0.2589 0.9558 -0.1 0.0 0.0
C 0.1390 -0.1141 0.7519 -0.2 -0.4 0.0
H -0.6984 1.2127 2.1898 0.0 0.1 0.1
C 2.4687 -0.3781 0.3767 0.2 -0.1 -0.1
H -1.5868 1.5628 -1.4658 0.1 -0.8 0.3
C -0.1559 -0.5267 -0.4763 0.6 -0.1 0.0
H -0.8277 -0.5000 2.5879 0.0 0.1 0.0
H -1.0123 0.4031 -2.7041 -0.2 0.3 -0.3
H 2.4285 -1.4030 -0.0138 0.0 0.1 0.1
O 1.4024 -0.1082 1.2589 0.0 0.1 0.2
C -1.6973 0.5304 -1.8631 0.0 -0.5 -0.2
```
Forces are in eV/Å.

energy relative to the best compared isomer or geometry (same formula, charge and spin): 60.6 kcal per mole
structure (SMILES): CO/C=C(\C)OC
HOMO energy: -0.3095 Eh


Entry 9:
The following is a quantum chemistry calculation of a cluster of 2 separate species, C5H10O2 in total, from the OMol25 dataset.

```
17
Properties=species:S:1:pos:R:3:forces:R:3
C 1.7317 0.4348 1.0165 0.1 0.2 0.3
C 1.2224 -0.9523 1.3012 0.0 0.0 0.1
C -0.1969 1.1029 -0.8212 -0.2 0.2 0.1
H -2.1952 -0.4944 -1.9979 0.1 0.0 0.0
H 0.7522 1.6304 -0.8367 -0.2 0.0 0.0
H 1.9262 -1.4050 2.0091 -0.1 -0.1 -0.1
H 2.4046 0.5117 0.1343 0.0 0.0 0.2
H -0.8724 -1.6533 -2.3175 -0.1 0.1 0.0
H -0.8810 1.8599 1.0086 -0.1 0.3 -0.3
H 0.2319 -0.9183 1.7617 0.2 0.0 0.0
O -0.2416 0.2058 -1.8350 0.0 0.1 -0.1
H -2.1312 0.9143 0.0167 0.1 -0.2 0.1
C -1.1273 1.3061 0.1115 0.0 0.0 -0.2
O 1.4810 1.4093 1.6852 0.3 -0.5 -0.1
C -1.1979 -0.8229 -1.6888 -0.2 -0.2 0.0
H -1.2423 -1.1447 -0.6405 0.0 0.0 -0.2
H 1.2051 -1.5706 0.3969 0.0 0.2 0.1
```
Forces are in eV/Å.

energy relative to the best compared isomer or geometry (same formula, charge and spin): 65.3 kcal per mole
structure (SMILES): C=COC.CC=O
HOMO energy: -0.3304 Eh


Entry 10:
The following is a quantum chemistry calculation of an isolated molecule of C5H10O2, from the OMol25 dataset.

```
17
Properties=species:S:1:pos:R:3:forces:R:3
C 0.4637 -0.3761 -0.3426 0.1 0.0 -0.1
H -1.9323 1.3383 -1.3190 0.2 -0.4 0.2
H 2.5245 0.3372 0.2157 -0.1 0.0 -0.1
H -1.9701 2.1648 0.2019 0.5 -0.4 -0.1
O 1.8386 -1.5344 0.8558 0.1 0.0 0.1
H 0.2648 1.4144 0.8167 -0.1 0.0 -0.1
C -0.0678 1.0766 -0.1745 0.2 -0.6 0.2
C 1.9964 -0.5496 -0.1641 0.2 0.3 -0.3
C 0.4117 -1.4052 0.8236 -0.4 0.0 0.1
H 0.1292 -0.8434 -1.2781 -0.1 0.3 0.1
H 0.4624 1.7068 -0.9146 -0.4 -0.1 0.3
H 2.5620 -0.9550 -1.0140 -0.2 0.2 0.0
H -0.0430 -2.3830 0.6085 -0.1 0.3 -0.1
H -2.8113 -0.3315 -0.2175 0.1 0.1 0.0
O -2.2462 0.1448 0.3974 0.0 0.0 -0.2
C -1.6024 1.2300 -0.2714 0.0 0.5 -0.2
H 0.0198 -1.0347 1.7763 0.0 0.1 -0.1
```
Forces are in eV/Å.

energy relative to the best compared isomer or geometry (same formula, charge and spin): 58.4 kcal per mole
structure (SMILES): OCCC1COC1
HOMO energy: -0.3452 Eh


Entry 11:
The following is a quantum chemistry calculation of an isolated molecule of C5H10O2, from the OMol25 dataset.

```
17
Properties=species:S:1:pos:R:3:forces:R:3
C 0.9010 -0.5502 0.7486 0.2 -0.3 -0.1
H 0.3106 1.0592 1.6283 0.1 0.0 0.1
H 1.8051 -1.1600 0.8136 -0.1 0.0 0.0
H 0.7731 -0.9427 -1.4141 0.0 0.1 0.2
H -0.4012 -2.3448 0.9180 0.0 0.1 0.0
H 1.7402 1.3660 -1.3702 -0.1 0.0 0.0
H 0.1052 1.4631 -2.0613 0.1 0.0 0.1
H -2.0334 1.0660 -0.5812 0.0 0.0 0.2
H -0.9474 -0.9839 1.9370 0.1 -0.1 -0.1
C 0.6776 1.2168 -1.1604 0.0 0.0 0.0
C 0.4116 -0.1996 -0.6896 0.0 0.1 0.0
O 1.1356 0.5570 1.5845 -0.2 0.2 0.1
H 0.4094 1.9240 -0.3721 0.0 0.0 -0.2
O -1.7933 0.5450 0.1965 -0.1 0.2 -0.2
C -0.4493 -1.2572 1.0012 0.0 -0.1 0.1
C -1.0319 -0.5685 -0.2414 0.0 -0.3 -0.1
H -1.6129 -1.1903 -0.9373 0.1 0.1 0.1
```
Forces are in eV/Å.

energy relative to the best compared isomer or geometry (same formula, charge and spin): 42.0 kcal per mole
structure (SMILES): C[C@@H]1[C@H](O)C[C@@H]1O
HOMO energy: -0.3620 Eh


Entry 12:
The following is a quantum chemistry calculation of an isolated molecule of C5H10O2, from the OMol25 dataset.

```
17
Properties=species:S:1:pos:R:3:forces:R:3
H -0.5110 -0.3383 -2.6545 0.1 0.0 0.0
C -0.2700 -1.0558 0.9237 -0.1 0.1 0.3
H 1.0355 0.5854 1.4703 -0.1 0.0 0.0
C -0.9963 1.2931 1.6764 0.0 0.0 0.0
H -1.8942 1.3678 1.0549 0.1 -0.1 0.1
H -1.2815 0.8426 2.6370 0.1 0.1 -0.2
H -1.3478 -1.2368 1.0202 0.1 0.0 0.0
C 0.7801 -0.3474 -0.9660 0.2 0.0 -0.3
O 0.1577 -1.4661 -0.3621 0.0 0.0 0.0
H 0.2644 -1.6054 1.7079 -0.1 0.0 -0.1
H 1.8580 -0.3615 -0.7146 -0.1 0.0 0.0
C 0.0556 0.4471 0.9855 0.0 -0.1 0.2
C 0.5626 -0.3776 -2.4569 0.0 0.0 0.0
O 0.1801 0.7858 -0.3884 0.0 0.0 0.0
H 0.9689 -1.3036 -2.8751 0.0 0.1 0.1
H 1.0543 0.4734 -2.9363 -0.1 -0.1 0.1
H -0.6164 2.2973 1.8782 -0.1 -0.1 -0.1
```
Forces are in eV/Å.

energy relative to the best compared isomer or geometry (same formula, charge and spin): 28.5 kcal per mole
structure (SMILES): C[C@@H]1OC[C@H](C)O1
HOMO energy: -0.3644 Eh


Entry 13:
The following is a quantum chemistry calculation of an isolated molecule of C5H10O2, from the OMol25 dataset.

```
17
Properties=species:S:1:pos:R:3:forces:R:3
C 2.6461 -0.0652 0.2708 0.1 -0.2 -0.7
H -0.0658 -1.6770 0.8509 0.2 -0.2 -0.4
H -0.2738 -0.0385 -1.4594 -0.1 0.4 0.2
C -0.7637 1.2740 0.2304 -0.1 -0.1 0.6
H 0.2052 1.8014 0.1252 -0.2 0.5 0.0
H -2.5192 -0.9133 -1.7149 0.5 -0.1 0.4
C 0.2931 -0.7068 0.4973 -0.4 0.1 -0.1
O -1.5726 1.5369 1.0948 0.3 0.6 -0.7
C -2.3335 -0.3564 -0.7845 0.4 -0.1 0.3
H 3.0854 -0.5112 1.1722 -0.3 0.1 -0.1
H -2.8255 -0.8637 0.0423 0.1 -0.1 0.0
C -0.8199 -0.0161 -0.5098 0.1 0.1 0.0
H 3.3721 -0.1555 -0.5514 -0.1 0.1 0.4
H -2.8832 0.5956 -0.9055 0.4 -0.3 0.1
O 1.5145 -0.7858 -0.2209 -0.2 -0.1 0.3
H 0.4758 -0.1281 1.4378 -0.4 -0.2 -0.8
H 2.4649 1.0097 0.4246 -0.2 -0.3 0.1
```
Forces are in eV/Å.

energy relative to the best compared isomer or geometry (same formula, charge and spin): 66.9 kcal per mole
structure (SMILES): COC[C@@H](C)C=O
HOMO energy: -0.3504 Eh


Entry 14:
The following is a quantum chemistry calculation of a structure of composition C5H10O2, from the OMol25 dataset.

```
17
Properties=species:S:1:pos:R:3:forces:R:3
C -2.2550 -0.3744 0.6521 -0.1 0.0 0.0
H 2.5791 0.0699 -1.4422 0.1 0.0 0.2
H 0.3020 -1.1072 -1.2733 0.2 0.1 0.1
C 0.5845 -0.3424 -0.5405 -0.1 0.0 -0.3
O -1.8833 1.7927 -0.3143 -0.4 -0.3 -0.1
H 2.9967 -0.8298 0.8555 0.0 0.1 0.1
H -2.0809 -1.4141 0.3569 0.0 0.2 0.0
H -1.6216 -0.1375 1.5121 -0.1 0.0 -0.2
H 1.7591 1.4861 -0.7210 0.2 -0.2 0.0
C 1.9029 0.4042 -0.6573 0.2 0.1 -0.1
O 0.9031 -0.8835 0.7426 0.1 -0.1 0.1
H 2.1626 0.5905 1.5599 0.0 -0.1 -0.1
C 2.1429 -0.1539 0.7558 0.5 0.1 0.2
H -3.3031 -0.2541 0.9390 0.0 -0.1 0.1
C -2.0222 0.6012 -0.4746 -0.3 0.3 0.1
H -1.9763 0.1554 -1.4946 -0.3 0.2 0.1
H -0.1905 0.3968 -0.4562 0.1 -0.2 0.0
```
Forces are in eV/Å.

energy relative to the best compared isomer or geometry (same formula, charge and spin): 73.3 kcal per mole
HOMO energy: -0.3563 Eh


Entry 15:
The following is a quantum chemistry calculation of an isolated molecule of C5H10O2, from the OMol25 dataset.

```
17
Properties=species:S:1:pos:R:3:forces:R:3
H -0.9499 1.1585 -1.6731 0.0 -0.1 0.1
H 2.6386 0.4131 2.1734 -0.1 0.1 -0.1
H -1.1031 -1.8430 0.2082 -0.2 0.0 0.0
H 1.8860 1.9893 1.8272 0.0 -0.1 0.0
C -1.7626 -0.8527 -1.3250 -0.1 0.1 -0.4
O 0.6966 -0.8615 0.4765 0.1 -0.2 0.1
C -0.0588 0.2925 0.0820 -0.2 0.2 0.0
H 0.2075 -0.1405 -1.9790 -0.1 0.0 0.1
O -1.9593 -1.4984 -0.0839 0.2 -0.2 0.1
H -0.7782 0.6191 0.8324 0.1 -0.1 0.0
H -2.7108 -0.3525 -1.5378 0.1 0.0 0.0
H 0.9196 0.6626 2.5151 0.1 0.1 -0.1
H -1.5990 -1.5906 -2.1233 0.0 0.1 0.1
H 2.0953 0.5104 -0.3443 -0.1 0.0 0.1
C -0.6018 0.1822 -1.3155 0.1 0.0 0.0
C 1.3520 0.4050 0.4489 0.2 0.2 0.0
C 1.7281 0.9065 1.8181 0.0 0.0 0.0
```
Forces are in eV/Å.

energy relative to the best compared isomer or geometry (same formula, charge and spin): 52.6 kcal per mole
structure (SMILES): C[C@H]1O[C@@H]1CCO
HOMO energy: -0.3730 Eh